The following is a DFT calculation (the ωB97M-V functional and the def2-TZVPD basis) of 12 unconnected molecules or ions with the total composition C42H72O34 at a distorted geometry.

Results
- HOMO: -7.61 eV
- Structure (SMILES): Oc1ccc(O)cc1.Oc1ccc(O)cc1.COC(=O)OC.COC(=O)OC.COC(=O)OC.COC(=O)OC.COC(=O)OC.COC(=O)OC.COC(=O)OC.COC(=O)OC.COC(=O)OC.COC(=O)OC
- Calculated total energy: -4201.7001 Ha
- Lowest unoccupied orbital energy: 0.013 hartree
- Relative energy (zero: lowest compared OMol25 entry of this formula, charge and spin): 0.0 kJ/mol
- Multiplicity: 1

Last columns: bonded neighbours and bond lengths (Å).
Element x y z (Å)
1 C -2.5214 -5.8796 -3.8448  C2 1.398, C6 1.434, H9 1.126
2 C -2.2806 -5.1290 -4.9993  C1 1.398, C3 1.397, H10 1.077
3 C -2.5114 -3.7513 -5.0189  C2 1.397, C4 1.397, O8 1.382
4 C -3.0861 -3.1102 -3.9182  C3 1.397, C5 1.384, H11 1.073
5 C -3.2681 -3.8415 -2.7571  C4 1.384, C6 1.402, H12 1.102
6 C -3.0168 -5.2180 -2.6726  C1 1.434, C5 1.402, O7 1.362
7 O -3.2424 -5.9964 -1.5775  C6 1.362, H13 0.938
8 O -2.2486 -3.1205 -6.2195  C3 1.382, H14 0.970
9 H -2.3961 -6.9964 -3.7698  C1 1.126
10 H -1.8039 -5.6065 -5.8383  C2 1.077
11 H -3.3014 -2.0741 -4.0930  C4 1.073
12 H -3.6789 -3.3203 -1.8780  C5 1.102
13 H -2.4871 -6.0229 -1.0217  O7 0.938
14 H -2.2688 -2.1618 -6.0730  O8 0.970
15 C -4.4458 -0.1562 -2.4379  C16 1.392, C20 1.407, H23 1.064
16 C -5.7281 0.1002 -2.9144  C15 1.392, C17 1.400, H24 1.063
17 C -6.8021 -0.1520 -2.0528  C16 1.400, C18 1.407, O22 1.397
18 C -6.5392 -0.7376 -0.8012  C17 1.407, C19 1.331, H25 1.061
19 C -5.3131 -1.0385 -0.3799  C18 1.331, C20 1.376, H26 1.106
20 C -4.2330 -0.6407 -1.1345  C15 1.407, C19 1.376, O21 1.390
21 O -2.9361 -0.7710 -0.6526  C20 1.390, H27 1.005
22 O -8.1284 0.1114 -2.4018  C17 1.397, H28 0.951
23 H -3.6603 0.0678 -3.1202  C15 1.064
24 H -5.8590 0.5903 -3.8485  C16 1.063
25 H -7.3757 -0.7446 -0.1484  C18 1.061
26 H -5.0937 -1.3372 0.6625  C19 1.106
27 H -2.9187 -1.4979 0.0412  O21 1.005
28 H -8.2307 0.3790 -3.3088  O22 0.951
29 C -2.8985 -1.1406 2.6566  O30 1.463, H35 1.077, H36 1.084, H37 1.062
30 O -3.4184 -2.4592 3.0206  C29 1.463, C31 1.358
31 C -3.3940 -3.3753 2.0179  O30 1.358, O32 1.221, O33 1.322
32 O -2.8227 -3.1805 0.9569  C31 1.221
33 O -3.9554 -4.5145 2.3836  C31 1.322, C34 1.459
34 C -4.0879 -5.4474 1.2691  O33 1.459, H38 1.077, H39 1.104, H40 1.088
35 H -3.4991 -0.7337 1.8600  C29 1.077
36 H -1.8487 -1.2335 2.4015  C29 1.084
37 H -3.0506 -0.4834 3.4769  C29 1.062
38 H -5.0897 -5.8414 1.2609  C34 1.077
39 H -3.2842 -6.1880 1.4257  C34 1.104
40 H -3.8391 -4.8981 0.3634  C34 1.088
41 C -1.1434 0.6687 8.0459  O42 1.432, H47 1.120, H48 1.062, H49 1.117
42 O 0.0749 1.3156 7.6621  C41 1.432, C43 1.364
43 C 0.9445 0.7003 6.8095  O42 1.364, O44 1.226, O45 1.322
44 O 1.9181 1.3042 6.3723  C43 1.226
45 O 0.6104 -0.5543 6.5623  C43 1.322, C46 1.464
46 C 1.3891 -1.2982 5.5701  O45 1.464, H50 1.108, H51 1.070, H52 1.067
47 H -1.0725 -0.1577 8.7991  C41 1.120
48 H -1.5724 0.2761 7.1568  C41 1.062
49 H -1.7906 1.5060 8.4048  C41 1.117
50 H 2.4748 -1.1682 5.7464  C46 1.108
51 H 1.1774 -0.9812 4.5701  C46 1.070
52 H 0.9945 -2.2832 5.6824  C46 1.067
53 C -0.1763 -4.1996 2.9869  O54 1.447, H59 1.126, H60 1.079, H61 1.102
54 O -0.8139 -5.2645 2.2421  C53 1.447, C55 1.348
55 C -0.6384 -5.3898 0.9113  O54 1.348, O56 1.216, O57 1.301
56 O -1.1502 -6.2992 0.2865  C55 1.216
57 O 0.1793 -4.4969 0.4343  C55 1.301, C58 1.500
58 C 0.2319 -4.4313 -1.0634  O57 1.500, H62 1.096, H63 1.083, H64 1.092
59 H 0.9044 -4.4959 3.0951  C53 1.126
60 H -0.5721 -4.1984 3.9907  C53 1.079
61 H -0.3406 -3.3107 2.3576  C53 1.102
62 H 0.2993 -5.4963 -1.3117  C58 1.096
63 H 1.1149 -3.8873 -1.3754  C58 1.083
64 H -0.6850 -3.9252 -1.3721  C58 1.092
65 C -0.9931 5.5318 2.0214  O66 1.422, H71 1.075, H72 1.081, H73 1.101
66 O 0.4188 5.3594 2.0084  C65 1.422, C67 1.334
67 C 1.0210 5.0396 3.1552  O66 1.334, O68 1.242, O69 1.359
68 O 0.4452 4.8767 4.2438  C67 1.242
69 O 2.3653 4.9950 2.9581  C67 1.359, C70 1.499
70 C 3.1370 4.7536 4.2202  O69 1.499, H74 1.014, H75 1.098, H76 1.071
71 H -1.2609 5.7580 1.0057  C65 1.075
72 H -1.2877 6.3404 2.6761  C65 1.081
73 H -1.5663 4.6480 2.3417  C65 1.101
74 H 3.1953 5.6606 4.6698  C70 1.014
75 H 4.0825 4.4477 3.7535  C70 1.098
76 H 2.6981 4.0439 4.8918  C70 1.071
77 C -1.3864 2.5076 -0.8375  O78 1.481, H83 1.095, H84 1.110, H85 1.125
78 O -0.5555 2.6888 0.3756  C77 1.481, C79 1.343
79 C -0.9077 2.0019 1.4743  O78 1.343, O80 1.224, O81 1.322
80 O -1.8742 1.2506 1.4826  C79 1.224
81 O -0.1358 2.2987 2.5054  C79 1.322, C82 1.417
82 C -0.5427 1.6919 3.7196  O81 1.417, H86 1.110, H87 1.112, H88 1.053
83 H -0.7239 2.2365 -1.6658  C77 1.095
84 H -1.9479 3.4457 -1.0276  C77 1.110
85 H -2.2063 1.7470 -0.7117  C77 1.125
86 H -1.4914 2.2069 3.9780  C82 1.110
87 H 0.1912 1.9769 4.5048  C82 1.112
88 H -0.5397 0.6594 3.5113  C82 1.053
89 C 3.2202 0.9119 2.9441  O90 1.431, H95 1.085, H96 1.094, H97 1.082
90 O 2.8968 0.6338 1.5781  C89 1.431, C91 1.326
91 C 1.7878 -0.0594 1.3605  O90 1.326, O92 1.221, O93 1.299
92 O 1.1608 -0.6093 2.2528  C91 1.221
93 O 1.5615 -0.1814 0.0876  C91 1.299, C94 1.543
94 C 0.3145 -1.0377 -0.2142  O93 1.543, H98 1.090, H99 1.102, H100 1.114
95 H 3.9907 1.6758 2.9738  C89 1.085
96 H 3.6332 0.0503 3.4771  C89 1.094
97 H 2.2621 1.1452 3.3895  C89 1.082
98 H 0.2821 -1.8686 0.4899  C94 1.090
99 H 0.5517 -1.4048 -1.2253  C94 1.102
100 H -0.5961 -0.3962 -0.2116  C94 1.114
101 C 6.1534 -3.1688 1.7043  O102 1.431, H107 1.091, H108 1.063, H109 1.079
102 O 6.0384 -2.2209 0.6379  C101 1.431, C103 1.361
103 C 4.9096 -2.2952 -0.1193  O102 1.361, O104 1.227, O105 1.325
104 O 3.8518 -2.6867 0.3628  C103 1.227
105 O 5.2081 -1.8999 -1.3479  C103 1.325, C106 1.401
106 C 4.0337 -1.7831 -2.1033  O105 1.401, H110 1.103, H111 1.100, H112 1.100
107 H 5.7413 -2.7722 2.6338  C101 1.091
108 H 7.2037 -3.1927 1.8663  C101 1.063
109 H 5.7293 -4.1088 1.3874  C101 1.079
110 H 3.9182 -2.6778 -2.7389  C106 1.103
111 H 4.3559 -1.0264 -2.8333  C106 1.100
112 H 3.1423 -1.4946 -1.5267  C106 1.100
113 C -2.2173 1.7879 -8.1235  O114 1.434, H119 1.080, H120 1.072, H121 1.111
114 O -2.5123 0.7099 -7.2244  C113 1.434, C115 1.285
115 C -1.9457 0.7078 -6.0716  O114 1.285, O116 1.223, O117 1.329
116 O -1.9634 -0.3066 -5.3881  C115 1.223
117 O -1.3566 1.8580 -5.7630  C115 1.329, C118 1.470
118 C -0.7034 1.9512 -4.4495  O117 1.470, H122 1.073, H123 1.093, H124 1.075
119 H -2.9029 1.8484 -8.9564  C113 1.080
120 H -1.1965 1.6854 -8.4357  C113 1.072
121 H -2.2202 2.7932 -7.6495  C113 1.111
122 H -1.1666 2.7798 -3.9494  C118 1.073
123 H 0.3413 2.1704 -4.6835  C118 1.093
124 H -0.7901 0.9590 -4.0444  C118 1.075
125 C -0.3965 6.2351 -2.9788  O126 1.426, H131 1.130, H132 1.089, H133 1.127
126 O -0.0293 4.8589 -3.0444  C125 1.426, C127 1.354
127 C 1.1091 4.5910 -2.3617  O126 1.354, O128 1.194, O129 1.410
128 O 1.8432 5.3179 -1.7640  C127 1.194
129 O 1.2403 3.1893 -2.4379  C127 1.410, C130 1.507
130 C 2.4974 2.5625 -1.8909  O129 1.507, H134 1.075, H135 1.052, H136 1.048
131 H -1.3440 6.4265 -3.5648  C125 1.130
132 H 0.3948 6.8717 -3.3705  C125 1.089
133 H -0.6175 6.6055 -1.9379  C125 1.127
134 H 2.2169 2.1579 -0.9353  C130 1.075
135 H 3.3623 3.1593 -1.9489  C130 1.052
136 H 2.4913 1.6943 -2.4771  C130 1.048
137 C 6.7602 0.9566 -0.6432  O138 1.428, H143 1.109, H144 1.063, H145 1.088
138 O 6.6486 2.3293 -0.2674  C137 1.428, C139 1.392
139 C 6.2821 3.1223 -1.3511  O138 1.392, O140 1.200, O141 1.333
140 O 6.0548 2.6468 -2.4292  C139 1.200
141 O 6.2417 4.4320 -1.1063  C139 1.333, C142 1.431
142 C 6.5583 4.9254 0.1991  O141 1.431, H146 1.139, H147 1.074, H148 1.076
143 H 6.9754 0.3386 0.2525  C137 1.109
144 H 7.5224 0.7052 -1.3403  C137 1.063
145 H 5.8106 0.5839 -1.0222  C137 1.088
146 H 5.5832 5.3191 0.6356  C142 1.139
147 H 7.2273 5.7558 0.0706  C142 1.074
148 H 6.9213 4.1894 0.8952  C142 1.076

Atomic partial charges in e from the Mulliken method, atoms 1 to 5: C -0.266; C -0.759; C 0.462; C -0.181; C 0.180